# C29H69BrN2O10

A cluster of 8 separate species, C29H69BrN2O10 in total at a distorted geometry (ωB97M-V/def2-TZVPD, OMol25).

Results
- HOMO-LUMO gap: 8.2872 eV
- E: -4581.9833 Ha

Structure (ORCA input):
```
! wB97M-V def2-TZVPD RIJCOSX def2/J DEFGRID3
* xyz 0 1
C 1.92839 2.60952 6.26046
C 2.69028 1.15820 6.22385
C 1.90724 -0.00913 5.36502
Br -0.07413 -0.08113 5.84517
C 2.10127 0.09042 3.74022
C 3.10600 -0.94268 2.95848
O 3.39711 -2.19449 3.67425
N 2.55147 -3.17384 3.22438
O 1.85485 -3.39900 4.22961
C 2.46036 1.52748 3.03487
C 1.00377 2.18149 2.56215
C -0.00876 0.87342 2.41581
O -1.16324 0.80391 1.73888
N 0.72411 -0.22227 3.18744
H 0.98237 2.61371 6.97814
H 1.56415 3.00881 5.22257
H 2.67661 3.41248 6.72332
H 2.75071 0.77929 7.34894
H 3.78656 1.25139 5.80997
H 2.33850 -1.04738 5.76626
H 4.10317 -0.37834 2.66112
H 2.57277 -1.21001 1.92809
H 3.13480 2.22983 3.68487
H 3.07024 1.51400 2.00872
H 1.03665 2.56510 1.43262
H 0.59786 3.05439 3.25694
H 0.55304 -1.19626 2.83234
C -2.23635 5.73163 7.21116
C -1.61142 4.44688 6.69108
C -2.64512 3.33901 6.56581
O -0.57832 4.03049 7.58036
H -2.66600 5.58292 8.20820
H -1.47840 6.51640 7.30790
H -3.02478 6.08681 6.54043
H -1.14923 4.63103 5.71520
H -3.08931 3.10538 7.53998
H -2.17888 2.41703 6.20234
H -3.44587 3.62241 5.87579
H -0.97963 3.86461 8.44958
C -3.11256 0.27772 -2.46071
C -1.68624 0.80284 -2.42278
C -0.70321 -0.29077 -2.03638
O -1.60045 1.86925 -1.48102
H -3.41994 -0.09341 -1.47654
H -3.81034 1.07853 -2.72812
H -3.21527 -0.53376 -3.18775
H -1.41742 1.20953 -3.40370
H -0.92509 -0.68210 -1.03712
H 0.31763 0.10441 -2.00097
H -0.73368 -1.11935 -2.75063
H -1.83745 1.51724 -0.60694
C -6.60800 0.78195 -6.93301
C -5.68739 1.11926 -5.77100
C -5.44678 2.61720 -5.67142
O -4.44061 0.45136 -5.94692
H -6.16845 1.09778 -7.88583
H -6.76229 -0.30038 -6.99993
H -7.58175 1.26828 -6.81925
H -6.12572 0.75397 -4.83596
H -4.96601 2.99819 -6.57949
H -4.77270 2.84411 -4.83855
H -6.38568 3.15863 -5.51989
H -4.04409 0.76964 -6.77492
C 7.75312 -2.15240 3.88610
C 7.43071 -0.75410 4.38848
C 7.90168 -0.55754 5.82067
O 6.02308 -0.54079 4.32077
H 7.25009 -2.91295 4.49383
H 7.39743 -2.28348 2.85847
H 8.83065 -2.34204 3.91076
H 7.90633 -0.01089 3.73939
H 7.40392 -1.26152 6.49708
H 7.65194 0.44890 6.17316
H 8.98366 -0.69942 5.90342
H 5.59248 -1.19636 4.89428
C -4.48775 -4.51236 -6.70121
C -4.81016 -3.11406 -6.19882
C -4.33918 -2.91750 -4.76663
O -6.21779 -2.90075 -6.26654
H -4.99077 -5.27291 -6.09348
H -4.84344 -4.64344 -7.72883
H -3.41022 -4.70200 -6.67655
H -4.33453 -2.37085 -6.84791
H -4.83694 -3.62148 -4.09022
H -4.58892 -1.91106 -4.41415
H -3.25721 -3.05938 -4.68389
H -6.64838 -3.55632 -5.69303
C -1.23076 -6.03341 -5.19497
C -1.46654 -7.51565 -5.43775
C -0.28270 -8.15663 -6.14436
O -2.63807 -7.68366 -6.23198
H -1.09675 -5.49761 -6.14142
H -2.09595 -5.58277 -4.69689
H -0.34485 -5.87124 -4.57327
H -1.64298 -8.02172 -4.48243
H -0.11503 -7.69617 -7.12454
H -0.47154 -9.22046 -6.32365
H 0.63168 -8.05810 -5.55120
H -2.49039 -7.23745 -7.08239
C 2.84766 5.36753 -0.91106
C 3.72111 4.22356 -0.42118
C 4.88222 3.96781 -1.36883
O 2.93272 3.04132 -0.31042
H 2.41417 5.13791 -1.89095
H 2.00925 5.53213 -0.22573
H 3.42160 6.29582 -0.99183
H 4.10572 4.45570 0.57786
H 4.52093 3.68852 -2.36500
H 5.49509 3.13395 -1.01021
H 5.51717 4.85412 -1.46341
H 2.58708 2.82758 -1.19300
*
```



# C29H70NO20P

A cluster of 16 separate species, C29H70NO20P in total at a distorted geometry (ωB97M-V/def2-TZVPD, OMol25).

Results
- HOMO-LUMO gap: 7.0497 eV
- E: -3047.3948 Ha

Structure (ORCA input):
```
! wB97M-V def2-TZVPD RIJCOSX def2/J DEFGRID3
* xyz 0 1
O -3.94644 1.76083 1.81943
C -3.68184 2.33743 0.74085
N -4.46731 3.49149 0.24308
C -3.97880 4.08708 -1.02118
O -4.42406 5.14061 -1.51233
C -2.80258 3.10432 -1.46051
C -1.89771 3.04400 -2.72090
P -2.09884 4.28976 -4.11556
O -3.52674 4.80654 -4.29598
O -1.01710 5.58463 -3.75671
O -1.61359 3.65099 -5.64689
C -0.80134 1.91743 -2.82800
C -0.56439 0.85566 -1.68374
C -1.47649 0.92540 -0.43555
C -1.38768 -0.05974 0.82778
C -0.37728 0.39506 1.94954
C -0.25428 -0.46084 3.23123
C -1.16579 -1.77060 3.33392
C -2.13640 -2.21533 2.20319
C -2.27280 -1.33325 0.92051
C -2.57696 2.02641 -0.36417
H -5.42978 3.11723 0.12281
H -0.29418 5.12778 -3.24457
H -1.87925 2.70344 -5.70906
H -0.09648 1.83520 -3.72399
H 0.24027 0.04707 -1.78285
H 0.26726 1.33804 1.86134
H 0.43119 -0.20080 4.10961
H -1.11512 -2.43213 4.27403
H -2.77008 -3.16559 2.25536
H -2.98142 -1.56744 0.05633
C 3.27399 0.92377 -1.80792
O 2.08870 1.41206 -1.19600
H 3.02536 0.04707 -2.40717
H 3.69958 1.69493 -2.45508
H 3.99711 0.64190 -1.03848
H 2.33576 2.18594 -0.67284
C 0.76483 -4.16214 6.34486
O 0.26957 -3.75783 5.07693
H 0.31374 -3.53613 7.11581
H 0.50059 -5.20625 6.52543
H 1.85073 -4.04150 6.37030
H 0.68555 -4.32716 4.41590
C 1.11862 8.00769 -2.34633
O 1.05051 6.75946 -1.66728
H 0.65499 7.90103 -3.32765
H 0.58124 8.76699 -1.77237
H 2.16301 8.30171 -2.46907
H 1.46707 6.88226 -0.80316
C -0.87347 0.15133 -7.27389
O 0.13198 0.41633 -6.30478
H -1.37936 -0.77911 -7.01365
H -1.59904 0.96694 -7.28176
H -0.41338 0.04957 -8.26050
H 0.56234 1.24466 -6.56107
C -1.53623 6.34702 1.11833
O -0.20623 6.18559 0.64841
H -1.52556 6.36049 2.20871
H -1.94580 7.29068 0.74928
H -2.15275 5.51283 0.77386
H -0.24290 6.17666 -0.32102
C -3.25382 -5.09825 4.81583
O -3.59527 -4.49889 3.57386
H -2.16776 -5.11384 4.91202
H -3.68095 -4.51556 5.63584
H -3.63442 -6.12243 4.84793
H -4.55933 -4.49690 3.51319
C 2.25287 -7.63942 6.97423
O 1.75869 -7.23625 5.70790
H 1.80127 -7.01311 7.74472
H 1.98860 -8.68393 7.15521
H 3.33856 -7.51825 6.99925
H 2.17456 -7.80651 5.04702
C -3.75603 0.51407 5.34421
O -2.81638 0.44339 4.28340
H -3.22017 0.48850 6.29295
H -4.32172 1.44731 5.27311
H -4.43652 -0.34072 5.29018
H -3.32088 0.46963 3.45772
C -1.05619 -2.79734 -9.52975
O 0.15797 -2.17150 -9.91781
H -1.14539 -2.75108 -8.44443
H -1.90052 -2.27347 -9.98533
H -1.04836 -3.84306 -9.84784
H 0.21203 -2.22613 -10.88035
C 5.41728 -9.25033 5.62555
O 4.13609 -9.49104 5.06107
H 5.33625 -9.28726 6.71240
H 6.11656 -10.01856 5.28823
H 5.77242 -8.26182 5.32258
H 4.23658 -9.45295 4.10102
C -4.61395 1.51960 -8.80807
O -3.60833 1.78315 -7.84134
H -5.11911 0.58967 -8.54586
H -5.34036 2.33589 -8.81609
H -4.15764 1.41699 -9.79615
H -3.17782 2.61014 -8.09682
C -3.18297 0.50728 9.83044
O -3.67283 -0.16671 8.68092
H -2.34810 1.14354 9.53587
H -3.97463 1.12596 10.26065
H -2.83826 -0.22288 10.56729
H -4.40909 -0.72155 8.96807
C 3.96116 10.87529 -2.76844
O 3.89577 9.62990 -2.08869
H 3.49721 10.76570 -3.74896
H 3.42337 11.63589 -2.19699
H 5.00536 11.17239 -2.89399
H 4.31209 9.75431 -1.22614
C 8.76097 -10.94205 3.98504
O 7.48138 -11.18307 3.41770
H 8.67692 -10.97998 5.07146
H 9.46325 -11.70928 3.65001
H 9.11741 -9.95342 3.68464
H 7.58355 -11.14404 2.45823
C 2.89733 3.03150 -7.00309
O 1.62194 2.78461 -7.57839
H 2.80305 3.01253 -5.91703
H 3.60027 2.25651 -7.31849
H 3.25909 4.01357 -7.31707
H 1.73245 2.80676 -8.53746
*
```